# 1
{"formula": "C33H26Cl3N4O3PtS", "method": "the ωB97M-V functional and the def2-TZVPD basis", "homo_lumo_gap_ev": [6.611, 5.782], "lumo_ev": [-3.6, -4.5], "spin_multiplicity": 3, "de_lowest_kcal_mol": 33.6, "e_homo_ev": [-10.3, -10.3], "charge": 1, "max_force_ev_per_a": 1.30, "symbols": ["Pt", "C", "O", "C", "C", "C", "C", "C", "C", "N", "N", "C", "C", "O", "C", "C", "C", "C", "C", "C", "C", "C", "H", "H", "H", "H", "H", "H", "H", "H", "H", "H", "H", "H", "H", "Cl", "C", "C", "C", "C", "C", "C", "N", "C", "C", "N", "C", "O", "C", "C", "C", "Cl", "S", "C", "C", "C", "Cl", "C", "H", "H", "H", "H", "H", "H", "H", "H", "H", "H", "H", "H", "H"], "positions_angstrom": [[-1.27551, -1.99104, -1.08438], [-2.31268, 1.38527, -1.86381], [-1.50959, 0.26170, -2.19956], [-0.57228, 0.39777, -3.17902], [-0.45083, 1.52547, -3.97008], [0.53189, 1.59538, -4.94572], [1.40990, 0.54011, -5.13267], [1.28692, -0.59288, -4.35574], [0.30233, -0.68544, -3.36691], [0.12405, -1.86944, -2.64184], [1.06754, -2.72763, -2.68183], [0.97216, -3.99441, -2.29534], [-0.24936, -4.57163, -1.78589], [-1.35266, -3.91609, -1.76912], [-0.21293, -5.90378, -1.27971], [0.93362, -6.62199, -1.27100], [2.15232, -6.10355, -1.81079], [3.33009, -6.86708, -1.80199], [4.48856, -6.37781, -2.35404], [4.49388, -5.10811, -2.94019], [3.35664, -4.33364, -2.94220], [2.16988, -4.80556, -2.36220], [-1.69515, 2.25613, -1.62548], [-2.88423, 1.08691, -0.98756], [-2.99801, 1.63079, -2.67689], [-1.12460, 2.36011, -3.83992], [0.61126, 2.48310, -5.55782], [2.17868, 0.59350, -5.89095], [1.93726, -1.44339, -4.49240], [-1.14516, -6.29953, -0.89850], [0.93925, -7.62036, -0.85108], [3.30601, -7.85213, -1.35253], [5.39154, -6.97265, -2.34055], [5.40023, -4.73706, -3.39972], [3.36321, -3.35329, -3.39634], [-5.59631, 4.45224, 3.34705], [-4.05698, 3.68814, 3.46202], [-3.33367, 3.41729, 2.30974], [-2.08602, 2.83031, 2.42097], [-1.54591, 2.49789, 3.65872], [-0.16372, 1.87622, 3.73432], [-0.25065, 0.34190, 3.80364], [-0.97852, -0.31578, 2.72449], [-2.22817, -0.86117, 2.85977], [-2.58466, -1.33799, 1.64407], [-1.56666, -1.08586, 0.75796], [-0.61113, -0.44746, 1.43276], [0.63867, 2.28081, 2.65245], [1.15415, 3.59031, 2.93124], [1.33226, 4.45297, 1.72549], [2.40103, 4.39779, 0.88128], [3.67818, 3.26149, 0.91829], [2.39205, 5.66923, -0.27872], [0.90213, 6.26092, 0.33250], [0.45977, 5.52678, 1.38449], [-2.30716, 2.75333, 4.79568], [-1.70701, 2.31812, 6.36232], [-3.55394, 3.35199, 4.70835], [-3.73896, 3.67673, 1.34126], [-1.49244, 2.63563, 1.53678], [0.32079, 2.18020, 4.66763], [-0.76979, 0.09729, 4.72767], [0.76118, -0.06040, 3.84157], [-2.74627, -0.89441, 3.80187], [-3.48389, -1.85015, 1.35070], [0.32560, -0.09407, 1.03708], [2.11913, 3.47228, 3.43291], [0.46971, 4.10563, 3.61018], [0.45488, 7.13911, -0.10487], [-0.44963, 5.74244, 1.92893], [-4.12231, 3.56246, 5.60317]], "lowdin_spin": [1.225, 0.003, 0.055, 0.016, -0.002, 0.020, 0.000, 0.019, 0.011, 0.218, 0.014, 0.049, -0.001, 0.239, 0.016, -0.019, 0.009, -0.006, 0.013, -0.006, 0.012, -0.001, 0.000, 0.001, 0.001, -0.001, 0.001, 0.000, 0.001, 0.001, -0.001, 0.000, 0.001, -0.001, 0.001, 0.000, 0.000, 0.000, 0.000, 0.000, 0.000, 0.001, 0.005, 0.003, 0.021, 0.063, 0.014, 0.000, 0.000, 0.000, 0.000, 0.000, 0.000, 0.000, 0.000, 0.000, 0.000, 0.000, 0.000, 0.000, 0.000, 0.000, 0.000, 0.000, 0.003, 0.001, 0.000, 0.000, 0.000, 0.000, 0.000]}

# 2
{"formula": "C33H27Cl2CrN5O5PS", "method": "the ωB97M-V functional and the def2-TZVPD basis", "homo_lumo_gap_ev": [6.972, 7.624], "lumo_ev": [-3.3, -3.4], "spin_multiplicity": 5, "de_lowest_kcal_mol": 47.0, "e_homo_ev": [-10.3, -11.1], "charge": 1, "max_force_ev_per_a": 0.46, "symbols": ["Cr", "S", "N", "C", "C", "C", "C", "C", "N", "C", "C", "N", "C", "C", "C", "C", "C", "N", "H", "H", "H", "H", "H", "H", "Cl", "C", "C", "C", "C", "C", "C", "P", "C", "C", "C", "C", "C", "C", "C", "C", "C", "C", "C", "C", "H", "H", "H", "H", "H", "H", "H", "H", "H", "H", "H", "H", "H", "H", "O", "Cl", "O", "O", "O", "C", "N", "C", "C", "O", "H", "H", "H", "H", "H", "H", "H"], "positions_angstrom": [[0.71696, -0.57108, 0.05985], [3.41654, 6.35256, -0.90803], [3.85163, 5.20778, 0.14004], [3.05622, 4.16963, -0.07446], [3.08952, 2.91261, 0.65335], [3.97877, 2.64078, 1.69789], [3.93067, 1.41050, 2.31369], [2.99747, 0.46995, 1.87491], [2.14922, 0.72396, 0.88967], [2.18352, 1.92594, 0.28142], [1.21538, 2.14525, -0.80704], [0.36658, 1.13331, -1.08560], [-0.51902, 1.28638, -2.05761], [-0.61568, 2.46238, -2.80320], [0.23669, 3.50482, -2.52303], [1.17906, 3.34869, -1.50161], [2.12968, 4.38030, -1.11997], [2.23591, 5.57553, -1.68273], [4.68698, 3.39946, 2.00211], [4.59957, 1.15840, 3.12305], [2.93539, -0.51746, 2.31651], [-1.18306, 0.45240, -2.24564], [-1.36035, 2.53486, -3.58176], [0.19442, 4.43703, -3.06929], [-1.07464, 2.23446, 1.48375], [-2.17321, 1.38425, 2.54961], [-2.72383, 2.11773, 3.58780], [-3.63005, 1.50843, 4.44009], [-3.97765, 0.17942, 4.23889], [-3.41103, -0.53312, 3.19593], [-2.48863, 0.05199, 2.32820], [-1.77895, -0.91244, 0.94060], [-2.98904, -0.66597, -0.40313], [-2.77365, -1.34339, -1.60641], [-3.63071, -1.15919, -2.67898], [-4.70415, -0.28290, -2.57013], [-4.91877, 0.39842, -1.38241], [-4.06859, 0.20514, -0.30062], [-2.04411, -2.61942, 1.51098], [-2.97140, -3.48390, 0.93999], [-3.09157, -4.78442, 1.41174], [-2.29882, -5.22246, 2.45988], [-1.37801, -4.35990, 3.03997], [-1.24482, -3.06932, 2.56169], [-2.44331, 3.15313, 3.71535], [-4.06527, 2.07411, 5.25171], [-4.69132, -0.30395, 4.89069], [-3.69035, -1.56925, 3.05387], [-1.93846, -2.03050, -1.70249], [-3.46161, -1.70188, -3.59931], [-5.37339, -0.13854, -3.40722], [-5.75458, 1.07839, -1.28890], [-4.25525, 0.74049, 0.62139], [-3.60902, -3.15289, 0.13259], [-3.81045, -5.45279, 0.95798], [-2.39477, -6.23584, 2.82432], [-0.75367, -4.69856, 3.85504], [-0.50792, -2.40948, 3.00706], [2.44465, -3.48328, -0.63978], [1.18075, -3.29429, -0.01953], [1.33745, -2.26524, 1.08583], [0.64815, -4.48879, 0.50101], [0.24708, -2.61558, -0.93573], [4.09651, 1.06210, -3.09624], [4.29429, -0.36800, -2.93372], [5.47525, -1.02553, -3.48378], [3.40611, -1.07385, -2.23434], [2.40757, -0.58310, -1.70904], [4.62195, 1.39790, -3.98695], [4.47334, 1.61887, -2.23369], [3.03357, 1.27055, -3.20807], [6.07623, -0.28162, -3.99943], [5.19693, -1.79757, -4.20009], [6.08484, -1.46710, -2.69620], [3.62427, -2.14528, -2.16227]], "lowdin_spin": [3.761, -0.001, -0.001, 0.000, 0.000, 0.012, -0.001, 0.017, 0.015, 0.011, 0.009, 0.002, 0.014, -0.001, 0.011, 0.000, 0.000, -0.001, 0.001, 0.000, 0.001, 0.001, 0.000, 0.001, 0.009, 0.001, 0.000, 0.000, 0.000, 0.000, 0.001, 0.023, 0.004, 0.002, 0.000, 0.001, 0.000, 0.001, 0.002, 0.001, 0.000, 0.001, 0.000, 0.001, 0.000, 0.000, 0.000, 0.000, 0.000, 0.000, 0.000, 0.000, 0.000, 0.000, 0.000, 0.000, 0.000, 0.000, 0.002, 0.009, 0.021, 0.003, 0.030, 0.000, 0.002, 0.000, 0.004, 0.029, 0.000, 0.000, 0.000, 0.000, 0.000, 0.000, 0.000]}

# 3
{"formula": "C33H27Cl2IN4O3Rh", "method": "the ωB97M-V functional and the def2-TZVPD basis", "homo_lumo_gap_ev": 7.259, "lumo_ev": 2.3, "spin_multiplicity": 1, "de_lowest_kcal_mol": 21.6, "e_homo_ev": -5.0, "charge": -1, "max_force_ev_per_a": 1.27, "symbols": ["Rh", "C", "C", "C", "C", "C", "C", "C", "C", "N", "C", "O", "C", "C", "C", "C", "C", "N", "C", "O", "N", "C", "C", "C", "C", "C", "C", "C", "C", "H", "H", "H", "H", "H", "H", "H", "H", "H", "H", "H", "H", "H", "H", "H", "H", "H", "H", "H", "H", "H", "Cl", "C", "C", "C", "I", "C", "O", "C", "N", "C", "C", "C", "C", "H", "H", "H", "H", "Cl", "C", "H", "H"], "positions_angstrom": [[-0.15271, 0.52736, 0.13179], [0.18314, -0.10476, -3.47090], [1.17439, 1.02127, -3.48262], [2.19212, 1.05155, -4.42836], [3.13475, 2.06709, -4.43090], [3.04763, 3.07230, -3.48108], [2.03589, 3.07701, -2.52705], [1.96971, 4.19018, -1.51576], [1.09535, 2.03838, -2.52830], [0.07955, 1.98461, -1.53552], [-0.80589, 2.97849, -1.54179], [-0.94773, 3.90291, -2.35067], [-1.74015, 2.90332, -0.37353], [-2.89586, 3.65896, -0.28315], [-3.74139, 3.44880, 0.79217], [-3.41641, 2.49150, 1.74363], [-2.23834, 1.79286, 1.59460], [-1.41420, 2.02879, 0.57046], [-1.78568, 0.73084, 2.54328], [-2.33359, 0.58204, 3.63609], [-0.74405, 0.06218, 2.04939], [-0.11106, -0.90554, 2.87984], [-0.54783, -2.23324, 2.90476], [-1.80136, -2.67174, 2.19434], [0.18149, -3.16491, 3.63955], [1.30242, -2.78971, 4.36013], [1.68026, -1.45535, 4.38875], [0.96801, -0.49760, 3.67465], [1.31004, 0.96414, 3.82045], [0.27469, -0.70805, -4.37557], [-0.84201, 0.25357, -3.37482], [0.36678, -0.75298, -2.61195], [2.24317, 0.26051, -5.16931], [3.92651, 2.07913, -5.17041], [3.77648, 3.87595, -3.47402], [2.84737, 4.83277, -1.59925], [1.92213, 3.80190, -0.49652], [1.07542, 4.79486, -1.67080], [-3.09562, 4.37167, -1.07032], [-4.66204, 4.01226, 0.88002], [-4.04584, 2.25534, 2.58991], [-2.24134, -1.86279, 1.61648], [-2.54360, -3.00285, 2.92404], [-1.60289, -3.50947, 1.52402], [-0.14641, -4.19928, 3.64635], [1.86144, -3.52720, 4.92350], [2.52508, -1.14300, 4.99338], [0.72612, 1.40079, 4.63575], [1.06519, 1.52606, 2.92490], [2.36773, 1.09811, 4.05321], [-1.16017, -5.92243, -2.22118], [-1.39243, -4.24297, -1.78105], [-2.59464, -3.64469, -2.01669], [-2.80315, -2.29661, -1.69018], [-4.64693, -1.41355, -2.04152], [-1.80186, -1.49516, -1.13731], [-1.90525, -0.24816, -0.90191], [-0.56803, -2.18217, -0.81252], [0.34704, -1.46850, -0.07950], [1.45537, -2.04735, 0.31081], [1.78043, -3.36741, -0.05062], [0.89791, -4.09507, -0.78460], [-0.34467, -3.53109, -1.14963], [-3.39843, -4.22241, -2.45343], [2.10670, -1.47560, 0.95152], [2.72426, -3.78500, 0.27098], [1.11917, -5.11597, -1.06717], [2.91645, 0.34755, -0.67886], [1.78474, 0.98308, 0.56072], [1.92742, 2.05777, 0.58578], [2.07923, 0.55675, 1.51350]], "mulliken_charge": [-0.761, -1.144, 1.472, -1.051, -0.840, -1.059, 1.545, -1.327, -1.133, 1.130, -0.419, -0.783, 0.766, -0.597, -0.427, -0.738, 0.584, 0.404, -0.251, -0.805, 1.254, -0.995, 1.813, -1.796, -0.746, -0.843, -1.130, 1.342, -1.682, 0.468, 0.249, 0.049, 0.363, 0.386, 0.342, 0.419, 0.154, 0.286, 0.539, 0.421, 0.524, 0.086, 0.523, 0.386, 0.431, 0.422, 0.426, 0.357, 0.168, 0.424, -0.311, 0.498, -0.421, -0.415, -0.027, 1.180, -0.064, -0.853, 2.106, -0.993, -1.400, -1.317, 0.112, 0.474, 0.581, 0.487, 0.435, -0.179, -1.015, 0.113, 0.809]}